{
  "formula": "C3H5GdO2",
  "method": "wB97M-V/def2-TZVPD",
  "elements": ["O", "Gd", "O", "C", "C", "C", "H", "H", "H", "H", "H"],
  "coordinates": [[-0.120838, 0.374724, -0.823480], [-1.881822, 0.188143, -2.313554], [0.220869, 0.365927, -3.084866], [1.034067, 0.485365, -2.186731], [0.409841, 0.332967, 0.491434], [-0.264196, -0.609700, 1.461797], [1.450796, 0.005453, 0.347617], [0.379902, 1.367077, 0.865544], [-0.055564, -1.657938, 1.205324], [0.161485, -0.469321, 2.465629], [-1.334539, -0.382697, 1.571285]],
  "forces_ev_per_a": [[-1.2, -0.5, -1.4], [0.8, 0.1, 1.2], [2.5, 0.4, 0.7], [-2.8, -0.4, -1.5], [0.9, 0.9, 1.4], [-0.2, -0.5, 0.0], [-0.2, 0.2, 0.2], [0.2, -0.3, -0.1], [-0.4, 0.2, 0.0], [0.1, 0.2, -0.4], [0.2, -0.3, -0.1]],
  "mulliken_spin": [0.399, 6.321, -0.023, 0.210, 0.054, 0.028, 0.000, 0.004, 0.002, -0.004, 0.008],
  "multiplicity": 8,
  "total_charge": 2,
  "lumo_energy_ev": [-11.01, -12.69],
  "mol_weight_da": 230.321,
  "e_homo_ev": [-19.56, -18.92],
  "s_squared": 16.325,
  "homo_lumo_gap_ev": [8.6, 6.2],
  "e_tot_ev": -28100.2179
}

=====

{
  "formula": "C23H31ClN6O",
  "method": "wB97M-V/def2-TZVPD",
  "elements": ["C", "C", "N", "C", "C", "N", "C", "C", "N", "C", "C", "C", "C", "C", "O", "N", "C", "C", "C", "C", "C", "C", "C", "N", "C", "C", "C", "C", "Cl", "C", "N", "H", "H", "H", "H", "H", "H", "H", "H", "H", "H", "H", "H", "H", "H", "H", "H", "H", "H", "H", "H", "H", "H", "H", "H", "H", "H", "H", "H", "H", "H", "H"],
  "coordinates": [[2.396072, -1.707578, -1.972769], [3.313628, -0.646899, -1.367412], [3.538385, 0.453699, -2.266120], [4.596690, 0.602239, -3.117756], [4.395307, 1.781712, -3.771972], [3.241726, 2.355362, -3.342967], [2.741490, 1.540549, -2.446924], [1.466622, 1.754822, -1.711306], [1.711301, 2.004491, -0.289171], [2.186976, 3.358142, -0.086527], [0.530752, 1.688475, 0.511984], [0.521358, 0.235744, 0.849332], [-0.316743, -0.807091, 0.484600], [-1.393300, -0.727686, -0.537512], [-1.168540, -0.137223, -1.588190], [-2.572010, -1.313472, -0.263967], [-2.857990, -1.955815, 1.001828], [-3.044567, -0.964338, 2.157006], [-4.214049, 0.012296, 2.016092], [-4.079522, 0.979628, 0.830594], [-4.975861, 0.649248, -0.367423], [-4.958464, -0.806968, -0.828768], [-3.594700, -1.311479, -1.291817], [0.065843, -1.965519, 1.074120], [1.128223, -1.675636, 1.797865], [1.932287, -2.497026, 2.600888], [3.002575, -1.954374, 3.251817], [3.288346, -0.578431, 3.100660], [4.655798, 0.095782, 3.910226], [2.509777, 0.226019, 2.322145], [1.441336, -0.317971, 1.691817], [2.258623, -2.522762, -1.266323], [2.826955, -2.104011, -2.889538], [1.420991, -1.286280, -2.203975], [4.283544, -1.090228, -1.121510], [2.872363, -0.244858, -0.454019], [5.384290, -0.121380, -3.175926], [5.001537, 2.254672, -4.518271], [0.946780, 2.602751, -2.180665], [0.825766, 0.875191, -1.802150], [2.502206, 3.490615, 0.949343], [3.044275, 3.518629, -0.737493], [1.425882, 4.115402, -0.324801], [-0.404100, 1.944116, -0.007048], [0.573951, 2.266182, 1.442375], [-3.758269, -2.558050, 0.876065], [-2.029893, -2.624196, 1.251972], [-2.122041, -0.390878, 2.272861], [-3.183466, -1.549337, 3.069213], [-5.152186, -0.539858, 1.943371], [-4.260568, 0.589675, 2.942375], [-4.345126, 1.987645, 1.158489], [-3.038547, 1.019535, 0.511082], [-4.678379, 1.287995, -1.201721], [-6.008190, 0.902498, -0.110541], [-5.345978, -1.449440, -0.037141], [-5.640059, -0.903429, -1.677192], [-3.217654, -0.679416, -2.099363], [-3.706746, -2.334256, -1.675188], [1.682464, -3.541521, 2.679556], [3.641137, -2.557365, 3.875776], [2.711693, 1.271655, 2.160013]],
  "forces_ev_per_a": [[0.2, 0.2, 0.1], [-0.3, -0.6, 0.2], [0.1, 0.4, -0.1], [0.2, 0.1, -0.2], [0.2, -0.2, 0.0], [-0.5, 0.4, 0.0], [-0.1, 0.0, 0.0], [0.0, -0.2, 0.0], [-0.1, 0.1, 0.1], [0.1, 0.0, 0.0], [0.1, -0.1, 0.0], [-0.8, 0.2, -0.5], [0.8, 0.4, 0.3], [-0.1, -0.1, 0.0], [0.1, 0.2, -0.1], [0.0, 0.0, -0.2], [0.2, -0.1, 0.7], [-0.3, -0.2, -0.1], [0.3, 0.1, 0.0], [-0.2, 0.1, 0.0], [0.1, -0.1, 0.0], [0.2, 0.2, 0.0], [-0.3, 0.0, -0.4], [0.0, -0.4, 0.0], [-0.2, 0.3, -0.2], [0.4, 0.1, 0.3], [-0.3, -0.2, -0.2], [-0.3, 0.4, -0.3], [0.1, 0.1, 0.0], [0.7, 0.1, 0.5], [-0.3, -0.8, 0.0], [-0.1, -0.1, 0.1], [0.0, -0.1, -0.1], [-0.1, 0.0, 0.0], [-0.1, 0.1, 0.0], [0.1, 0.0, 0.0], [0.1, -0.2, 0.0], [0.2, 0.0, -0.1], [0.0, -0.1, 0.0], [0.0, 0.1, 0.0], [0.0, 0.1, 0.0], [0.0, 0.1, 0.0], [0.0, 0.0, 0.0], [0.0, 0.0, 0.1], [0.0, 0.0, -0.1], [0.0, 0.0, 0.0], [-0.3, 0.0, -0.1], [0.0, 0.0, 0.1], [0.1, 0.0, 0.0], [-0.1, 0.0, 0.1], [-0.1, 0.0, 0.0], [0.1, 0.0, 0.0], [0.0, 0.1, 0.0], [-0.1, 0.1, -0.1], [0.0, 0.1, 0.0], [-0.1, -0.1, 0.0], [0.0, -0.1, 0.0], [-0.1, -0.2, 0.1], [0.0, 0.1, 0.0], [0.0, -0.1, 0.0], [0.1, -0.1, 0.1], [0.0, 0.1, 0.0]],
  "mulliken_charge": [-1.105, 0.234, 0.300, -0.271, -0.709, -0.750, -0.173, 0.350, 0.570, -1.247, -2.049, 0.568, 1.194, -0.044, -0.791, 0.205, -1.315, -0.109, -0.946, 0.147, -0.978, -0.632, -0.788, -0.622, 0.022, -0.839, -0.438, 0.143, -0.223, -0.259, 0.188, 0.356, 0.411, 0.174, 0.369, -0.382, 0.388, 0.462, 0.509, -0.135, 0.336, 0.355, 0.405, 0.398, 0.673, 0.550, 0.580, 0.017, 0.436, 0.443, 0.397, 0.525, -0.413, 0.384, 0.335, 0.303, 0.443, 0.392, 0.218, 0.496, 0.458, 0.486],
  "smiles": "CCn1ccnc1CN(C)Cc1c(C(=O)N2CCCCCCC2)nc2ccc(Cl)cn12",
  "lumo_energy_ev": 0.17,
  "mol_weight_da": 442.995,
  "e_homo_ev": -8.24,
  "homo_lumo_gap_ev": 8.4,
  "e_tot_ev": -47865.7517
}

=====

{
  "formula": "C41H57N5O3RhSSb",
  "method": "wB97M-V/def2-TZVPD",
  "elements": ["Rh", "C", "C", "C", "N", "C", "C", "C", "C", "C", "C", "C", "N", "C", "C", "C", "N", "C", "C", "C", "C", "C", "C", "C", "N", "C", "C", "H", "H", "H", "H", "H", "H", "H", "H", "H", "H", "H", "H", "H", "H", "H", "H", "H", "H", "H", "H", "H", "H", "H", "H", "H", "H", "O", "S", "O", "N", "C", "O", "C", "C", "C", "C", "C", "C", "H", "H", "H", "H", "C", "C", "C", "C", "Sb", "C", "C", "C", "C", "C", "C", "C", "C", "H", "H", "H", "H", "H", "H", "H", "H", "H", "H", "H", "H", "H", "H", "H", "H", "H", "H", "H", "H", "H", "H", "H", "H", "H", "H", "H"],
  "coordinates": [[-1.264285, 0.810067, 1.009453], [-0.180686, 4.344395, 0.689587], [1.138758, 3.926650, 1.333435], [1.268462, 2.431683, 1.647772], [0.058253, 1.873146, 2.203674], [-0.251926, 1.949652, 3.476027], [0.655843, 2.491635, 4.433563], [0.497175, 2.862449, 5.744109], [-0.625183, 2.800031, 6.567320], [-1.809440, 2.193743, 6.207158], [-2.177633, 1.500667, 5.060493], [-1.518877, 1.270206, 3.837458], [-1.997722, 0.499333, 2.862262], [-3.108994, -0.412702, 3.116322], [-4.059511, -0.646152, 1.948728], [-3.416352, -1.179633, 0.673122], [-2.752116, -0.107400, -0.025533], [-3.086803, 0.420915, -1.178695], [-4.133123, -0.131522, -1.972432], [-4.695336, 0.271720, -3.154224], [-4.413812, 1.381144, -3.954628], [-3.427566, 2.296594, -3.715624], [-2.464567, 2.344268, -2.701490], [-2.216325, 1.531278, -1.600264], [-1.145059, 1.717283, -0.794250], [-0.101544, 2.619967, -1.244580], [-0.251969, 4.074860, -0.806189], [-0.330542, 5.413802, 0.852323], [-1.012442, 3.858015, 1.207621], [1.282277, 4.493711, 2.256968], [1.971873, 4.201726, 0.677782], [2.123204, 2.273936, 2.311965], [1.500286, 1.847622, 0.757448], [1.644153, 2.670074, 4.035036], [1.391169, 3.279724, 6.197415], [-0.547052, 3.228147, 7.556819], [-2.596926, 2.214493, 6.954089], [-3.164492, 1.073698, 5.136998], [-3.725583, -0.030457, 3.927004], [-2.709956, -1.366599, 3.455358], [-4.634812, 0.258328, 1.721174], [-4.776893, -1.394059, 2.298046], [-4.136616, -1.703301, 0.045462], [-2.645081, -1.900185, 0.947260], [-4.550411, -1.038927, -1.563050], [-5.487455, -0.373698, -3.517951], [-5.025622, 1.518320, -4.836185], [-3.351484, 3.108187, -4.431403], [-1.785945, 3.177680, -2.794292], [-0.029687, 2.571544, -2.337629], [0.840581, 2.192336, -0.904057], [-1.180870, 4.483524, -1.212543], [0.559259, 4.629727, -1.292400], [-0.261495, -4.648608, 3.055840], [-0.632271, -3.339927, 3.503446], [-1.721118, -3.208734, 4.434921], [-0.881401, -2.348253, 2.215463], [0.023530, -1.426082, 2.145267], [0.123170, -0.546130, 1.194700], [1.065189, -1.461520, 3.216481], [2.147471, -0.619855, 3.401755], [2.954814, -0.844966, 4.509355], [2.679991, -1.883276, 5.392098], [1.596299, -2.733100, 5.200234], [0.810031, -2.497269, 4.094538], [2.339205, 0.169442, 2.690759], [3.811053, -0.209465, 4.693182], [3.330540, -2.029642, 6.243643], [1.388225, -3.543066, 5.885466], [3.955516, -0.915581, -3.980923], [2.905696, 0.012476, -3.392361], [3.612711, 0.904093, -2.363436], [2.363041, 0.897281, -4.506016], [1.209556, -0.891764, -2.279442], [1.991885, -2.711916, -1.247989], [2.914377, -2.038289, -0.216121], [2.693169, -3.646266, -2.231906], [0.764382, -3.369491, -0.608510], [-0.033670, -1.690060, -3.940303], [-0.810416, -0.526682, -4.550773], [0.687009, -2.442861, -5.052959], [-1.056877, -2.633579, -3.309567], [4.741221, -0.315510, -4.451886], [3.559736, -1.591224, -4.740582], [4.435752, -1.521636, -3.220547], [4.460169, 1.414165, -2.834569], [4.000987, 0.342981, -1.514749], [2.951180, 1.677094, -1.964206], [3.185436, 1.481685, -4.933407], [1.608337, 1.607312, -4.155482], [1.920750, 0.320859, -5.316769], [3.842634, -1.722354, -0.703667], [3.272763, -2.438958, 0.743008], [2.413672, -1.139884, 0.166568], [3.665701, -3.276049, -2.534937], [2.098302, -3.850949, -3.114289], [2.868509, -4.622678, -1.755458], [-0.032229, -2.683144, -0.316952], [1.061205, -3.879184, 0.316662], [0.349672, -4.138249, -1.257622], [-0.177667, 0.231641, -5.008517], [-1.437152, -0.019896, -3.813962], [-1.480238, -0.908095, -5.329457], [1.342498, -1.792490, -5.635772], [-0.048241, -2.859223, -5.750857], [1.292115, -3.273145, -4.704331], [-1.608024, -2.166851, -2.488756], [-0.604320, -3.541823, -2.924048], [-1.792981, -2.932988, -4.064071]],
  "forces_ev_per_a": [[-0.7, 0.8, 0.1], [-0.1, 0.0, 0.1], [0.2, 0.1, 0.0], [0.1, -0.1, 0.0], [-0.6, -0.1, -0.3], [0.4, -0.1, 0.2], [-0.2, -0.1, -0.3], [0.0, 0.0, 0.3], [0.1, 0.0, -0.2], [-0.1, -0.1, 0.0], [0.1, -0.1, 0.1], [0.0, 0.2, -0.1], [-0.1, 0.0, 0.3], [-0.1, 0.2, 0.0], [-0.2, -0.1, 0.0], [0.1, -0.2, -0.1], [0.7, 0.6, 0.3], [-0.1, -0.5, -0.1], [0.1, 0.1, 0.1], [0.0, -0.1, 0.0], [-0.1, -0.1, 0.0], [0.3, 0.2, 0.1], [-0.1, 0.2, -0.3], [0.4, -0.1, 0.3], [-0.4, 0.1, -0.3], [0.1, -0.3, -0.1], [0.2, 0.1, -0.2], [0.1, 0.0, 0.0], [0.0, 0.0, 0.0], [-0.1, -0.1, 0.0], [0.0, 0.0, 0.0], [0.0, 0.1, 0.0], [0.0, 0.0, 0.0], [0.0, 0.1, 0.0], [0.0, 0.0, 0.0], [0.0, 0.0, 0.0], [0.0, 0.0, 0.0], [0.0, 0.0, 0.0], [0.0, -0.1, 0.0], [0.0, -0.1, 0.0], [0.1, 0.0, 0.0], [0.0, 0.0, 0.0], [-0.1, 0.1, 0.2], [-0.1, -0.1, 0.0], [-0.1, 0.0, -0.1], [0.0, 0.0, 0.0], [0.0, 0.0, 0.0], [0.0, 0.0, 0.0], [-0.1, 0.0, -0.1], [0.0, 0.1, 0.1], [0.0, 0.2, 0.0], [-0.1, 0.0, 0.1], [0.0, 0.0, 0.0], [-0.1, -0.1, -0.1], [0.1, 0.0, 0.2], [0.2, 0.0, -0.1], [-0.1, -0.1, -0.1], [0.3, 0.0, -0.2], [0.3, -0.8, 0.3], [0.0, 0.0, -0.1], [-0.1, -0.2, 0.0], [0.0, 0.0, -0.1], [0.1, 0.0, 0.1], [0.0, 0.0, 0.0], [0.0, 0.1, 0.1], [0.1, 0.1, 0.0], [0.0, 0.0, 0.0], [0.0, 0.0, 0.0], [0.0, 0.0, 0.0], [0.0, -0.2, -0.1], [0.2, -0.1, 0.3], [-0.1, 0.2, 0.0], [-0.1, 0.1, 0.0], [-0.4, 0.1, -0.4], [-0.2, 0.5, -0.3], [0.4, 0.9, 0.2], [0.1, -0.6, 0.9], [0.3, -0.3, 0.4], [0.0, -0.2, 0.1], [-0.1, 0.2, 0.0], [0.2, 0.2, -0.2], [-0.1, 0.0, 0.1], [0.0, 0.0, -0.1], [-0.1, 0.0, 0.0], [0.1, -0.1, 0.2], [0.0, 0.0, 0.0], [0.0, -0.1, 0.0], [-0.1, 0.0, 0.0], [0.0, 0.0, 0.0], [0.0, 0.0, 0.1], [0.0, -0.1, 0.0], [-0.1, 0.2, -0.1], [-0.5, -1.3, -0.4], [0.1, 0.2, -0.2], [0.1, 0.1, -0.1], [-0.1, 0.1, 0.0], [0.0, 0.1, 0.0], [0.0, 0.1, -0.1], [0.0, 0.0, 0.0], [-0.1, 0.0, 0.0], [0.1, 0.0, 0.0], [0.0, 0.0, 0.1], [0.0, 0.0, 0.0], [0.0, 0.0, 0.0], [-0.1, 0.0, 0.0], [0.0, -0.1, 0.1], [0.0, 0.1, 0.0], [0.1, -0.1, 0.0], [0.0, 0.0, -0.1]],
  "mulliken_charge": [-0.592, -0.879, -0.958, -1.309, 1.060, 0.701, -0.505, -0.545, -0.738, -0.677, -1.124, 1.333, 0.414, -0.150, -1.460, -0.726, 0.506, 1.511, -0.703, -0.863, -0.824, -0.772, -0.325, 0.926, 0.663, -0.146, -0.895, 0.439, 0.170, 0.414, 0.516, 0.742, -0.234, 0.420, 0.371, 0.348, 0.347, 0.256, 0.473, -0.058, 0.307, 0.459, 0.733, 0.022, 0.218, 0.371, 0.344, 0.340, 0.230, 0.595, -0.849, 0.423, 0.441, -0.719, 1.259, -0.746, -0.220, -0.446, 1.271, 0.864, -0.162, -0.840, -0.718, -0.709, -0.283, 0.365, 0.444, 0.430, 0.498, -1.762, 1.875, -1.668, -1.911, -0.170, 1.752, -1.848, -1.596, -1.864, 1.775, -1.644, -1.532, -1.805, 0.495, 0.283, 0.325, 0.486, 0.258, 0.216, 0.515, 0.162, 0.328, 0.405, 0.467, 0.358, 0.266, 0.219, 0.473, 0.108, 0.617, 0.431, 0.181, 0.183, 0.533, 0.257, 0.464, 0.282, 0.208, 0.333, 0.495],
  "lumo_energy_ev": -1.02,
  "mol_weight_da": 924.672,
  "e_homo_ev": -6.93,
  "homo_lumo_gap_ev": 5.9,
  "e_tot_ev": -77413.2204
}

=====

{
  "formula": "C3H6N4S",
  "method": "wB97M-V/def2-TZVPD",
  "elements": ["C", "C", "C", "H", "H", "H", "H", "H", "H", "N", "N", "N", "N", "S"],
  "coordinates": [[-1.068263, -0.348579, -0.118090], [-0.750150, 0.987195, -0.406416], [0.728040, 1.001439, -0.233789], [-1.986871, -1.630581, 1.178145], [-3.077389, -0.462539, 0.085367], [-1.258573, 1.836957, -0.134829], [1.122589, 2.746850, 0.203222], [2.970014, -0.498763, 1.108869], [-0.021493, -1.805430, -1.016468], [-2.249582, -0.999733, 0.053991], [1.616372, 1.755344, 0.047410], [1.197006, -0.396048, -0.341775], [0.000504, -1.164630, -0.322814], [2.777801, -1.021486, -0.102821]],
  "forces_ev_per_a": [[0.3, 2.8, -2.6], [2.1, -3.4, 1.5], [-2.1, -5.7, -1.9], [-1.7, 2.4, -4.6], [-0.7, 0.8, 0.4], [-1.4, 1.6, 0.5], [1.8, -2.3, -0.5], [0.1, 0.0, 0.5], [-0.6, -2.5, -2.5], [1.7, -3.9, 4.6], [1.8, 8.0, 2.0], [-1.7, 0.8, -1.2], [2.0, 1.0, 4.0], [-1.6, 0.6, -0.3]],
  "mulliken_charge": [0.365, -0.783, 0.476, 0.366, 0.237, 0.357, 0.238, 0.131, 0.229, -0.563, -0.602, -0.089, -0.211, -0.152],
  "lumo_energy_ev": 0.32,
  "mol_weight_da": 130.176,
  "e_homo_ev": -7.93,
  "homo_lumo_gap_ev": 8.3,
  "e_tot_ev": -19999.7535
}

=====

What did the fourth record say?
{
  "formula": "C3H6N4S",
  "method": "wB97M-V/def2-TZVPD",
  "elements": ["C", "C", "C", "H", "H", "H", "H", "H", "H", "N", "N", "N", "N", "S"],
  "coordinates": [[-1.068263, -0.348579, -0.118090], [-0.750150, 0.987195, -0.406416], [0.728040, 1.001439, -0.233789], [-1.986871, -1.630581, 1.178145], [-3.077389, -0.462539, 0.085367], [-1.258573, 1.836957, -0.134829], [1.122589, 2.746850, 0.203222], [2.970014, -0.498763, 1.108869], [-0.021493, -1.805430, -1.016468], [-2.249582, -0.999733, 0.053991], [1.616372, 1.755344, 0.047410], [1.197006, -0.396048, -0.341775], [0.000504, -1.164630, -0.322814], [2.777801, -1.021486, -0.102821]],
  "forces_ev_per_a": [[0.3, 2.8, -2.6], [2.1, -3.4, 1.5], [-2.1, -5.7, -1.9], [-1.7, 2.4, -4.6], [-0.7, 0.8, 0.4], [-1.4, 1.6, 0.5], [1.8, -2.3, -0.5], [0.1, 0.0, 0.5], [-0.6, -2.5, -2.5], [1.7, -3.9, 4.6], [1.8, 8.0, 2.0], [-1.7, 0.8, -1.2], [2.0, 1.0, 4.0], [-1.6, 0.6, -0.3]],
  "mulliken_charge": [0.365, -0.783, 0.476, 0.366, 0.237, 0.357, 0.238, 0.131, 0.229, -0.563, -0.602, -0.089, -0.211, -0.152],
  "lumo_energy_ev": 0.32,
  "mol_weight_da": 130.176,
  "e_homo_ev": -7.93,
  "homo_lumo_gap_ev": 8.3,
  "e_tot_ev": -19999.7535
}